No. 1
Molecular formula: C24H33N3P2Y
Method: DFT, ωB97M-V/def2-TZVPD

## Properties
Energy relative to the best compared isomer or geometry (same formula, charge and spin) = 2.606 eV
Net charge = +1
HOMO-LUMO gap (alpha / beta) = 4.81 / 4.17 eV

Last column: Mulliken charge in e.
Cartesian coordinates (Å):
C1 -1.331 3.663 -2.681  -0.5361
H1 2.709 2.402 -0.880  0.3024
C2 1.525 -0.134 -2.287  0.2783
C3 -0.672 -0.832 3.375  0.5312
C4 -2.287 1.489 -1.699  -1.1732
C5 -1.366 -3.235 0.240  -1.3572
H2 -3.230 1.818 -2.166  0.6935
C6 2.301 -1.953 5.141  -1.2787
H3 -2.467 -1.141 2.190  0.1005
H4 3.290 -1.775 4.723  0.3340
H5 -2.321 0.457 3.011  0.2284
H6 -4.933 1.019 -0.043  0.4705
H7 1.927 4.592 -3.110  0.4434
H8 -2.340 4.054 -2.666  0.5166
H9 -3.110 3.488 1.468  0.4577
H10 -1.631 1.455 0.889  -0.3109
H11 -4.219 0.535 1.514  0.3821
C7 -3.129 3.341 0.393  -1.4410
H12 2.422 -0.581 2.730  0.1981
P1 0.099 -2.197 -0.091  1.2430
Y1 0.120 0.331 0.384  0.0031
H13 -0.416 5.468 -3.366  0.4174
H14 -3.921 -0.447 0.070  0.3036
C8 1.234 2.654 -2.504  0.7093
C9 1.402 -3.247 0.569  -1.5156
C10 2.669 0.618 -2.480  0.9210
C11 -1.140 2.362 -2.220  -0.1152
H15 -0.558 -1.990 -2.353  0.4129
C12 1.068 3.944 -2.988  -1.1604
N1 1.499 -0.742 3.147  -0.1824
H16 2.158 -3.026 5.284  0.3097
H17 -2.098 0.401 -1.854  0.1561
C13 2.781 -2.143 -2.665  -0.7144
N2 0.384 0.508 -1.751  -0.0256
H18 -1.535 -3.218 1.335  0.3315
H19 2.846 -3.231 -2.638  0.3976
C14 -0.235 4.453 -3.068  -0.7076
H20 -2.220 -2.788 -0.303  0.2575
H21 0.537 -3.421 -2.032  0.5828
C15 -4.063 0.564 0.438  -1.2409
H22 -1.090 -4.236 -0.146  0.4638
H23 2.241 -1.482 6.127  0.3337
C16 -2.107 -0.612 3.076  -0.9043
H24 -2.434 4.019 -0.088  0.3869
C17 1.569 -1.547 -2.333  -0.2319
C18 3.926 -1.379 -2.984  -0.7422
C19 2.541 2.102 -1.972  -1.0039
C20 3.867 0.034 -2.887  -1.0406
H25 1.284 -3.291 1.659  0.3554
H26 4.880 -1.872 -3.158  0.3774
H27 -2.659 -1.028 3.925  0.3140
H28 4.766 0.659 -3.002  0.3936
H29 2.384 -2.829 0.321  0.3335
P2 -2.760 1.648 0.027  1.4478
H30 1.254 -4.228 0.097  0.4669
H31 -0.665 -1.839 5.329  0.3973
C21 0.160 1.819 -2.233  0.5276
H32 -4.131 3.489 0.000  0.4081
C22 0.367 -2.352 -1.876  -0.8635
C23 -0.112 -1.425 4.464  -1.0620
H33 3.424 2.639 -2.218  0.6074
C24 1.238 -1.397 4.284  0.6835
N3 0.309 -0.402 2.528  0.1286

=====

No. 2
Molecular formula: C24H33OSi
Method: DFT, ωB97M-V/def2-TZVPD

## Properties
Energy relative to the best compared isomer or geometry (same formula, charge and spin) = 2.275 eV
Net charge = +1
HOMO-LUMO gap = 6.01 eV

Last column: Mulliken charge in e.
Cartesian coordinates (Å):
H1 3.411 -0.948 1.399  0.3512
C1 1.880 3.010 -1.297  -0.5899
C2 2.861 5.044 -0.432  -0.3861
H2 -3.370 -2.240 -2.382  0.4689
H3 1.326 3.270 2.071  0.5282
H4 -0.196 -4.730 -3.069  0.3453
C3 -2.536 3.248 1.958  -1.0277
C4 -0.958 1.881 0.695  -0.0365
H5 0.560 -1.707 2.242  0.3472
H6 -2.564 -2.118 -0.803  0.2758
C5 1.272 -1.028 1.737  -0.9842
C6 2.612 4.175 -1.501  -0.6929
H7 -5.449 2.481 2.290  0.3064
C7 -3.365 2.133 2.137  0.9961
H8 -1.537 -0.190 0.447  0.2574
H9 -4.841 1.318 3.468  0.3937
C8 2.604 -3.446 0.260  -0.9528
H10 0.957 -3.999 -1.007  0.0754
H11 3.854 -3.362 1.996  0.3622
H12 2.891 -4.503 0.161  0.4242
Si1 -0.925 -2.357 -2.661  0.4097
H13 -0.518 -0.778 -4.531  0.2899
H14 1.151 -0.035 2.199  0.4045
C9 2.697 -1.537 1.995  -0.7931
H15 0.467 -3.528 0.631  0.4416
C10 1.662 3.543 1.058  -0.1499
C11 -3.033 0.924 1.520  -1.1298
H16 -1.964 -4.512 -2.995  0.3732
H17 3.271 -2.883 -0.403  0.3582
H18 -0.698 4.012 1.171  0.5474
C12 -0.711 -1.856 -4.442  -1.0301
H19 -1.615 -2.098 -5.020  0.3507
C13 2.417 4.704 0.854  -0.6852
C14 -4.605 2.254 2.951  -1.4808
H20 1.693 2.301 -2.113  0.3787
H21 -1.030 -4.581 -1.488  0.3821
C15 0.264 1.671 -0.073  0.6728
C16 0.804 -1.857 -0.571  0.5758
C17 1.146 -3.276 -0.200  -0.4788
H22 -4.533 3.062 3.690  0.3870
O1 0.382 -1.629 -1.860  -0.4592
H23 0.651 0.203 0.058  -0.5844
H24 0.059 1.318 -1.129  0.2425
H25 2.683 5.338 1.714  0.3902
H26 2.925 -1.380 3.060  0.3899
H27 -2.825 4.215 2.396  0.3787
H28 -3.731 0.086 1.617  0.4210
C18 0.912 -0.838 0.307  0.7452
H29 -2.617 -0.693 -1.874  0.2546
C19 -1.008 -4.225 -2.528  -1.2066
C20 1.290 2.721 -0.049  0.8458
C21 -2.519 -1.787 -1.852  -0.9873
H30 3.011 4.381 -2.492  0.3962
C22 2.844 -3.038 1.711  -0.7297
C23 -1.341 3.135 1.258  -0.5508
H31 0.136 -2.393 -4.893  0.3056
H32 2.148 -3.593 2.359  0.2896
H33 3.489 5.929 -0.578  0.3911
C24 -1.839 0.786 0.838  0.1820

=====

No. 3
Molecular formula: C24H34BCl3N6O3PdS3
Method: DFT, ωB97M-V/def2-TZVPD

## Properties
Energy relative to the best compared isomer or geometry (same formula, charge and spin) = 0.076 eV
Net charge = 0
HOMO-LUMO gap = 6.63 eV

Last column: Mulliken charge in e.
Cartesian coordinates (Å):
Cl1 4.764 2.081 1.350  -0.1452
H1 -3.298 -0.155 1.771  -0.2194
C1 1.468 4.336 1.181  -1.4103
H2 -0.474 -3.204 -3.251  0.3572
O1 4.225 -0.024 -1.477  -0.6450
C2 -1.804 -2.240 2.488  -1.4211
N1 -1.299 -1.091 1.929  0.1640
H3 1.235 3.309 -1.326  0.1208
H4 -0.918 5.731 1.529  0.3694
C3 -2.168 -1.888 -3.678  1.2991
C4 -1.131 2.057 0.147  0.2525
S1 -1.082 1.682 -1.514  -0.2693
H5 1.201 -4.680 1.958  0.3420
H6 -0.430 -0.610 -3.557  -0.4085
S2 1.081 0.144 1.466  -0.3397
C5 2.880 -1.850 3.017  -2.0644
H7 -2.119 1.572 3.207  0.5810
S3 -0.254 -2.002 -0.913  -0.6769
C6 -3.412 -2.013 -4.559  -2.1960
O2 2.164 -0.937 -3.668  -0.2605
H8 2.940 -4.394 2.133  0.4767
C7 1.978 -3.914 1.950  -1.4006
H9 -1.817 0.143 -4.325  0.3275
C8 3.824 0.976 -0.921  0.1729
H10 -0.176 4.244 -1.838  0.4367
N2 -2.596 -0.727 -0.248  0.1597
C9 -3.820 -0.866 -2.069  -0.2638
H11 -3.878 -1.048 -4.758  0.4780
C10 -1.477 -3.253 -3.658  -1.6418
H12 1.393 -2.714 5.156  0.4056
H13 -1.517 5.538 -0.126  0.3841
C11 -1.846 -1.336 -1.180  0.4090
H14 -4.569 0.093 -0.235  0.5751
H15 3.102 -1.469 2.026  0.4182
H16 -4.601 -0.825 -2.801  0.5115
C12 1.831 -0.662 -2.629  0.2140
C13 4.844 2.056 -0.428  0.7146
C14 0.037 -1.106 2.054  -0.1247
H17 -3.102 -2.419 -5.521  0.4706
C15 -0.619 5.581 0.491  -1.6929
H18 -0.028 6.445 0.182  0.4403
H19 1.248 4.504 2.236  0.3879
H20 2.002 -3.456 0.960  0.1614
B1 -2.262 -0.137 1.148  1.0171
H21 2.016 3.398 1.078  0.1339
C16 1.651 -3.469 4.413  -1.7748
N3 0.386 -2.240 2.711  0.5822
H22 2.690 -1.004 3.677  0.4256
Cl2 6.483 1.673 -0.935  -0.1203
O3 2.621 1.303 -0.629  -0.2215
N4 -1.757 1.312 1.103  -0.1474
Cl3 4.392 3.649 -1.064  -0.1240
H23 -2.052 -3.969 -3.069  0.3811
H24 1.303 5.076 -1.324  0.5144
C17 -3.812 -0.421 -0.799  -1.1238
C18 1.726 -2.848 3.015  1.3025
H25 -0.765 -3.906 3.466  0.5045
C19 -0.771 -2.958 2.966  -0.2002
C20 0.209 4.308 0.309  1.3653
H26 0.936 -4.287 4.482  0.4420
N5 -0.628 3.157 0.780  0.5612
C21 -0.984 3.103 2.121  -0.2478
H27 -1.419 -3.621 -4.682  0.4880
H28 -2.860 -2.443 2.498  0.5843
H29 -4.149 -2.692 -4.127  0.4831
C22 0.658 4.212 -1.144  -1.8531
H30 -0.720 3.876 2.818  0.5485
C23 -1.678 1.976 2.313  -1.3713
Pd1 1.235 -0.208 -0.831  0.8032
H31 2.115 5.147 0.845  0.4731
H32 -0.877 -1.082 -5.208  0.4974
C24 -1.264 -0.792 -4.230  -0.7666
H33 2.630 -3.876 4.664  0.4584
N6 -2.596 -1.460 -2.305  0.4017
H34 3.756 -2.386 3.386  0.5336